Record 1
{"formula": "C13H11F4NO3", "method": "the ωB97M-V functional and the def2-TZVPD basis", "e_lumo_ev": 0.36, "charge": 0, "gap_ev": 9.67, "elements": ["F", "F", "F", "F", "O", "O", "O", "N", "C", "C", "C", "C", "C", "C", "C", "C", "C", "C", "C", "C", "C", "H", "H", "H", "H", "H", "H", "H", "H", "H", "H", "H"], "coordinates": [[-1.389, -1.887, -1.071], [-3.878, -2.445, -0.215], [-5.534, -0.441, 0.600], [-4.651, 2.142, 0.550], [0.364, 0.014, -1.815], [0.054, -0.013, 1.751], [0.083, 1.908, -0.638], [2.040, 0.162, 0.648], [1.292, -1.998, 1.017], [1.480, 2.174, -0.663], [-3.457, -1.179, -0.242], [-1.719, 0.437, -0.714], [-0.315, 0.732, -1.131], [-3.841, 1.157, 0.151], [-2.565, 1.452, -0.282], [-2.172, -0.880, -0.691], [2.303, -2.029, -0.126], [3.019, -0.680, -0.005], [-4.302, -0.158, 0.178], [1.009, -0.519, 1.199], [2.113, 1.596, 0.615], [2.992, -2.869, -0.065], [3.923, -0.749, 0.615], [1.715, -2.378, 1.950], [-2.224, 2.474, -0.278], [3.293, -0.271, -0.980], [1.772, -2.073, -1.077], [1.549, 1.971, 1.475], [1.923, 1.725, -1.558], [1.586, 3.259, -0.688], [0.381, -2.551, 0.804], [3.156, 1.914, 0.685]], "forces_ev_per_angstrom": [[-0.1, -0.1, 0.1], [0.0, 0.2, 0.0], [0.2, 0.0, -0.1], [-0.1, -0.1, 0.0], [0.1, 0.0, -0.1], [-0.3, 0.1, 0.2], [-0.1, 0.2, 0.1], [0.2, 0.1, -0.1], [0.0, -0.1, -0.1], [0.6, -0.1, 0.1], [0.1, 0.1, 0.0], [0.0, -0.3, 0.0], [-0.4, -0.2, -0.1], [0.2, -0.2, -0.1], [-0.2, -0.2, 0.1], [-0.2, 0.3, 0.0], [0.0, 0.0, 0.0], [0.2, -0.1, -0.1], [0.2, 0.1, 0.0], [0.0, -0.3, 0.2], [-0.4, 0.3, -0.2], [0.0, 0.0, 0.0], [0.0, 0.0, -0.1], [0.0, 0.0, 0.0], [0.0, 0.1, 0.0], [0.0, 0.0, 0.0], [0.0, 0.0, 0.0], [0.1, 0.0, -0.1], [0.0, 0.2, 0.1], [0.0, -0.1, 0.0], [0.0, 0.1, 0.1], [0.0, 0.0, 0.0]], "nbo_charge": [-0.296, -0.285, -0.281, -0.298, -0.590, -0.636, -0.506, -0.443, -0.502, -0.087, 0.261, -0.213, 0.799, 0.325, -0.213, 0.423, -0.408, -0.201, 0.296, 0.692, -0.239, 0.215, 0.183, 0.226, 0.253, 0.202, 0.231, 0.238, 0.205, 0.201, 0.240, 0.207]}

Record 2
{"formula": "C39H110N8O15", "method": "the ωB97M-V functional and the def2-TZVPD basis", "e_lumo_ev": 0.32, "charge": 0, "gap_ev": 9.38, "elements": ["O", "O", "O", "O", "O", "O", "O", "O", "O", "O", "O", "O", "O", "O", "O", "N", "N", "N", "N", "N", "N", "N", "N", "C", "C", "C", "C", "C", "C", "C", "C", "C", "C", "C", "C", "C", "C", "C", "C", "C", "C", "C", "C", "C", "C", "C", "C", "C", "C", "C", "C", "C", "C", "C", "C", "C", "C", "C", "C", "C", "C", "C", "H", "H", "H", "H", "H", "H", "H", "H", "H", "H", "H", "H", "H", "H", "H", "H", "H", "H", "H", "H", "H", "H", "H", "H", "H", "H", "H", "H", "H", "H", "H", "H", "H", "H", "H", "H", "H", "H", "H", "H", "H", "H", "H", "H", "H", "H", "H", "H", "H", "H", "H", "H", "H", "H", "H", "H", "H", "H", "H", "H", "H", "H", "H", "H", "H", "H", "H", "H", "H", "H", "H", "H", "H", "H", "H", "H", "H", "H", "H", "H", "H", "H", "H", "H", "H", "H", "H", "H", "H", "H", "H", "H", "H", "H", "H", "H", "H", "H", "H", "H", "H", "H", "H", "H", "H", "H", "H", "H", "H", "H"], "coordinates": [[4.945, 1.109, 2.088], [-1.909, 0.064, -5.121], [-1.424, 2.072, 1.903], [2.982, 2.260, -6.535], [3.496, -2.345, -4.806], [-1.807, -3.289, 4.857], [-7.577, 0.003, 2.592], [1.490, 0.828, -2.037], [-3.265, -5.840, 1.462], [1.125, -3.163, 5.515], [-2.918, 3.311, -2.227], [-4.581, -0.920, -5.287], [3.745, 6.465, 0.277], [-0.032, 3.401, 4.523], [-0.279, -1.351, 3.586], [-3.396, -1.226, 3.378], [-1.380, -3.699, 1.189], [6.310, -4.635, -3.965], [0.556, 4.848, 1.178], [-4.893, 1.331, 2.804], [-0.736, -0.420, 0.673], [-0.652, 2.770, -6.377], [7.294, 0.304, 4.780], [-4.198, 0.004, -4.295], [2.954, -1.166, -4.230], [-1.761, -4.663, 4.541], [1.352, 1.647, -3.173], [5.865, 0.364, 2.835], [-6.451, -0.326, 1.802], [0.406, 0.917, -1.134], [1.076, -1.715, 3.589], [-1.199, 1.674, 3.230], [-1.292, 2.781, 4.270], [4.879, 5.689, 0.588], [4.075, -5.116, -4.897], [0.475, 2.152, -8.446], [-2.503, -3.887, 0.259], [7.400, 2.293, 3.344], [-4.665, -0.905, 5.431], [-5.641, 0.938, 1.589], [1.841, 4.801, -0.890], [0.543, -0.147, -0.058], [-3.668, -4.588, 0.921], [2.638, 6.121, 1.088], [-2.728, -0.127, -3.960], [-4.285, -6.457, 2.189], [-1.934, -4.555, -0.980], [4.092, 3.044, -6.199], [4.568, -2.863, -4.053], [5.167, -4.076, -4.744], [1.108, -1.437, -0.678], [-8.488, -1.065, 2.629], [4.757, 0.612, 0.804], [6.542, 1.190, 3.887], [-3.103, -2.812, 5.178], [-2.795, 3.211, -0.826], [1.792, 3.015, -6.447], [0.616, 2.251, -6.935], [-3.339, -1.338, 4.852], [1.664, -1.969, 4.959], [1.935, 4.835, 0.648], [-4.753, 0.906, 0.362], [1.933, 6.953, 1.003], [0.513, -1.771, -1.534], [-3.786, -0.289, 3.135], [-2.855, -2.899, -0.040], [0.202, -3.054, 5.771], [-3.911, -0.821, -5.976], [1.670, 3.207, -5.366], [-4.402, 1.946, 0.296], [-1.455, -5.513, -0.763], [4.038, 1.283, 0.325], [8.091, 2.761, 4.048], [-0.026, 3.032, -8.851], [-7.942, -1.970, 2.941], [-5.146, 0.542, -0.582], [-1.757, 2.402, 5.181], [-9.272, -0.860, 3.348], [2.606, -0.545, -5.055], [1.395, 1.984, -9.004], [-1.051, -1.273, 0.202], [-4.532, -4.768, 0.248], [-4.717, -0.147, -3.345], [3.730, -5.476, -3.924], [-2.464, -1.275, 2.987], [-0.194, 1.305, -8.619], [5.605, -3.856, -5.718], [-2.418, -4.990, 3.729], [2.808, 4.888, -1.389], [-2.453, 4.159, -0.396], [-4.505, 2.267, 2.685], [-4.865, 0.154, 5.296], [-1.581, -0.799, -5.394], [-1.289, 2.037, -6.081], [1.224, 5.618, -1.266], [-5.143, -6.705, 1.544], [4.168, 3.871, -6.915], [0.262, 3.743, 3.664], [-3.780, 0.420, 0.495], [-0.216, 1.194, 3.322], [-0.577, 0.851, -1.632], [0.336, 1.651, -3.587], [1.467, -1.102, 5.597], [5.740, 1.616, 4.513], [-4.452, 1.026, -4.598], [-6.819, -0.632, 0.813], [-4.022, -3.855, 1.667], [-2.013, 3.561, 3.973], [-4.680, -5.738, 2.923], [-3.906, -3.403, 4.729], [5.650, 0.611, 0.166], [-5.852, -1.121, 2.255], [4.289, -0.381, 0.743], [1.305, 0.173, 0.664], [3.975, 3.410, -5.174], [6.836, 3.116, 2.895], [-1.691, -3.532, 2.146], [-0.793, -2.078, 3.984], [-3.308, 4.166, -2.427], [8.044, 1.992, 2.505], [2.931, 6.054, 2.144], [6.686, -0.287, 5.336], [-5.474, -1.426, 4.896], [6.932, -3.827, -3.846], [5.438, 6.102, 1.436], [-4.812, -1.237, 6.460], [-0.456, 3.200, -5.471], [-1.993, 2.516, -0.588], [1.606, 2.668, -2.874], [-1.864, 0.895, 3.641], [1.022, -2.213, 0.092], [-3.967, -7.371, 2.678], [-2.434, 0.624, -3.219], [1.960, 3.983, -6.935], [-3.223, -2.942, 6.267], [4.630, 4.637, 0.748], [7.852, 0.793, 5.468], [2.367, 3.925, 1.071], [3.201, -4.663, -5.365], [-2.523, -0.699, 5.212], [3.651, -0.623, -3.587], [2.734, -2.136, 4.840], [-0.027, 4.049, 0.936], [1.661, -0.955, 3.048], [6.660, -0.027, 2.179], [-5.566, 1.487, 3.554], [-1.174, -3.958, -1.490], [5.325, -2.085, -3.862], [-2.707, -4.701, -1.742], [0.039, 5.617, 0.751], [-2.065, -5.232, 5.434], [4.198, -3.153, -3.052], [4.385, -5.955, -5.518], [0.607, 1.226, -6.544], [-8.898, -1.313, 1.642], [2.088, -1.442, -3.617], [5.363, -0.525, 3.238], [-0.414, -0.816, 1.556], [4.996, 2.451, -6.299], [5.578, 5.732, -0.252], [-0.939, -4.614, 1.292], [6.028, -4.788, -2.993], [0.437, 1.915, -0.658], [1.386, 3.842, -1.137], [2.022, 1.255, -3.932], [-2.567, -1.093, -3.469], [-3.695, 2.894, -0.294], [-1.311, 1.239, 1.370], [-0.736, -4.973, 4.344], [2.160, -1.404, -0.949], [1.249, -2.578, 2.926], [-6.396, 1.730, 1.478]], "forces_ev_per_angstrom": [[0.2, 0.4, 0.2], [-0.1, -0.5, 0.1], [-0.2, -0.4, -0.4], [-0.1, -0.7, -0.6], [0.5, 0.4, 0.0], [0.1, 0.4, -1.0], [-0.1, 0.1, 0.2], [-0.4, -0.7, 0.1], [0.6, 0.3, -0.1], [0.3, -0.2, 0.2], [-0.2, -0.1, -0.2], [0.0, -0.2, 0.1], [0.0, -0.2, 0.2], [-0.3, -0.1, 0.0], [-0.2, 0.1, 0.2], [-0.6, 0.5, 0.0], [0.3, -0.4, 0.5], [-0.2, 1.2, 0.3], [-0.4, 0.5, 0.5], [0.1, 0.2, 0.2], [1.2, -0.3, -0.8], [0.0, 1.2, 0.8], [0.6, -0.7, -0.1], [0.3, 0.6, 0.5], [-0.7, -0.5, -0.2], [-0.2, -1.1, 1.0], [-0.1, 0.3, 0.3], [0.7, -1.0, -0.7], [-0.1, 0.5, -0.4], [-0.1, 0.9, 0.4], [1.0, -0.2, -1.1], [0.2, -0.7, 1.5], [-0.1, 0.9, -0.8], [0.6, 0.1, -0.4], [-0.3, -0.1, -0.3], [-0.4, -0.2, -0.2], [0.8, 0.0, -0.2], [0.8, 0.9, -1.2], [-0.9, -0.7, -0.2], [-0.8, 0.3, 0.3], [0.6, -0.5, 0.3], [0.9, -0.5, -0.3], [-0.6, -0.1, -0.3], [-0.1, 0.0, 0.4], [0.1, 0.4, 0.4], [-1.2, 0.6, 0.0], [-0.2, -0.2, -0.8], [-0.1, 0.1, -0.3], [0.0, 0.3, 0.2], [0.2, -0.9, 0.7], [-0.3, -0.5, 0.7], [0.6, -0.8, 0.1], [-1.0, 0.3, -1.1], [-0.9, 0.3, 2.0], [-0.5, 0.3, 1.7], [0.9, 0.7, 0.6], [0.9, 0.3, 1.3], [-1.6, -1.2, -0.1], [0.5, -0.4, -1.3], [-0.7, -0.2, -0.3], [-1.4, 0.2, -0.9], [1.3, 0.9, 0.8], [0.0, -0.1, -0.1], [0.1, 0.1, 0.0], [0.4, -0.7, 0.1], [-0.2, 0.2, 0.1], [0.0, 0.3, -0.1], [-0.2, 0.0, -0.1], [-0.3, 0.3, -0.1], [-0.9, -1.0, -0.3], [-0.2, -0.1, 0.1], [0.1, 0.0, 0.0], [-0.3, -0.2, 0.4], [0.1, 0.1, 0.1], [-0.3, 0.0, 0.2], [-0.6, 0.2, 0.1], [0.8, -0.2, 0.3], [-0.1, 0.2, 0.0], [0.1, 0.2, 0.1], [0.2, -0.1, 0.2], [-0.6, 0.3, 0.2], [0.4, 0.2, -0.1], [-0.4, -0.4, -0.3], [0.2, -0.1, 0.0], [0.1, 0.1, 0.0], [0.0, 0.1, -0.3], [-0.3, 0.4, -0.1], [0.1, 0.5, -0.1], [0.0, -0.1, 0.0], [-0.1, 0.1, 0.0], [0.2, -0.3, -0.3], [0.2, 0.1, 0.3], [0.1, 0.1, 0.0], [0.2, -0.3, -0.5], [-0.1, 0.0, 0.2], [0.2, -0.1, 0.0], [0.1, 0.2, 0.3], [0.0, 0.1, 0.2], [-0.2, -0.5, 0.4], [0.1, 0.3, 0.1], [0.2, -0.3, -0.2], [0.0, -0.2, 0.1], [0.2, 0.0, 0.1], [-0.1, 0.4, -0.4], [0.2, 0.0, -0.1], [0.2, -0.2, 0.0], [0.0, -0.5, 0.4], [0.1, -0.2, -0.4], [0.1, -0.3, 0.2], [0.2, 0.0, -0.4], [0.2, 0.0, 0.3], [0.0, -0.1, 0.0], [0.2, -0.1, 0.4], [-0.3, 0.2, 0.0], [0.3, 0.2, 0.0], [-0.4, -0.2, 0.3], [-0.3, 0.4, -0.3], [0.1, 0.0, 0.0], [0.0, -0.1, -0.1], [-0.1, -0.5, 0.2], [0.0, 0.0, 0.0], [-0.2, 0.0, -0.3], [0.2, 0.1, -0.2], [0.3, -0.5, -0.2], [-0.3, -0.2, 0.2], [0.3, 0.4, 0.2], [0.1, 0.2, -0.3], [-0.1, -0.3, -0.1], [0.1, 0.1, -0.5], [-0.4, 0.1, -0.9], [0.0, -0.1, -0.1], [0.4, 0.1, 0.0], [-0.2, 0.1, -0.2], [-0.4, 0.0, -0.2], [0.0, 0.0, -0.1], [0.0, 0.0, 0.2], [0.0, 0.4, -0.3], [0.4, 0.1, -0.2], [0.1, 0.0, -0.1], [0.0, -0.2, 0.5], [0.2, 0.0, -0.2], [0.1, 0.1, 0.2], [0.6, -0.4, 0.1], [-0.3, 0.4, 0.5], [-0.1, 0.0, 0.0], [-0.1, -0.4, -0.1], [0.0, 0.2, 0.4], [0.0, 0.0, -0.2], [-0.1, -0.2, 0.2], [0.3, 0.1, 0.2], [0.0, 0.0, -0.1], [0.1, -0.2, -0.1], [0.1, -0.1, 0.2], [1.1, -0.1, -0.1], [-0.1, 0.3, 0.0], [0.0, 0.2, 0.1], [0.0, 0.1, 0.3], [-0.4, 0.1, 0.3], [0.0, -0.2, 0.1], [-0.2, 0.0, -0.1], [0.1, 0.2, -0.2], [-0.3, -0.3, -0.3], [-0.2, -0.1, 0.0], [-0.1, 0.1, -0.3], [0.2, 0.2, -0.1], [0.2, -0.1, -0.4], [0.6, 0.7, -0.8], [-0.2, 0.6, 0.2], [0.1, 0.4, -0.2], [-0.1, 0.3, -0.2], [-0.2, -0.3, 0.4], [-0.1, -0.3, -0.7]], "mulliken_charge": [-0.079, -0.420, 0.068, -0.317, -0.450, -0.204, -0.383, 0.217, -0.383, -0.604, -0.471, -0.566, -0.386, -0.600, 0.541, 1.143, 0.057, -0.777, -0.485, -0.753, 0.891, -0.866, -0.741, -0.257, -0.511, -0.822, -0.713, -0.907, -0.460, 0.954, -0.140, 1.075, -0.923, -0.580, -1.349, -1.592, 0.766, -1.277, -1.657, 0.260, -0.485, 0.571, -0.664, -0.866, 0.172, -0.803, -1.538, -0.760, -0.530, 0.475, -1.509, -0.764, -0.750, 0.854, -1.017, -0.245, -0.504, 1.291, 1.245, -0.884, 0.405, -0.992, 0.359, 0.148, -0.575, -0.084, 0.372, 0.338, -0.077, -0.703, 0.352, 0.044, 0.377, 0.376, 0.287, 0.490, 0.403, 0.280, 0.042, 0.341, -0.223, 0.597, 0.069, 0.289, -0.665, 0.332, 0.327, 0.234, 0.396, 0.401, 0.222, 0.280, 0.251, 0.231, 0.334, 0.317, 0.329, 0.296, 0.062, 0.203, -0.376, 0.262, 0.324, 0.151, 0.298, 0.528, 0.197, 0.267, 0.288, 0.316, 0.455, -0.003, 0.350, 0.367, 0.270, 0.193, -0.465, -0.275, 0.278, 0.329, 0.343, 0.238, 0.269, 0.287, 0.306, 0.455, 0.299, -0.146, 0.171, -0.838, 0.479, 0.254, -0.258, 0.488, 0.345, 0.149, 0.239, 0.251, 0.336, 0.036, 0.356, 0.349, 0.031, 0.214, 0.373, 0.282, 0.251, 0.359, 0.425, 0.288, 0.408, 0.187, 0.356, -0.102, 0.294, 0.316, 0.181, -0.683, 0.268, 0.329, 0.412, 0.290, -0.825, -0.319, 0.065, 0.327, 0.809, -0.049, 0.250, 0.273, 0.210, 0.565]}

Record 3
{"formula": "C2H13N2O2", "method": "the ωB97M-V functional and the def2-TZVPD basis", "e_lumo_ev": -2.94, "charge": 1, "gap_ev": 11.07, "elements": ["O", "O", "N", "N", "C", "C", "H", "H", "H", "H", "H", "H", "H", "H", "H", "H", "H", "H", "H"], "coordinates": [[1.329, 3.085, 0.779], [-1.967, -2.190, -3.761], [0.106, 0.778, -0.273], [0.968, -1.492, 0.833], [0.075, -0.700, 1.657], [-0.799, 0.190, 0.774], [1.866, -1.693, 1.239], [2.193, 2.832, 1.128], [1.162, 3.965, 1.137], [-1.630, -2.893, -4.327], [0.680, -0.081, 2.315], [-0.575, -1.307, 2.295], [-0.385, 0.983, -1.144], [-1.554, -0.389, 0.260], [0.540, -2.336, 0.471], [-2.158, -1.492, -4.398], [0.530, 1.652, 0.099], [-1.241, 1.016, 1.328], [0.862, 0.075, -0.413]], "forces_ev_per_angstrom": [[0.2, -0.2, 0.2], [0.1, 0.1, -0.3], [0.0, 0.3, 0.3], [-0.1, 0.2, -0.7], [0.0, -0.2, 0.4], [0.4, 0.1, -0.2], [0.0, -0.1, 0.2], [0.0, 0.2, -0.1], [-0.1, 0.0, -0.1], [0.0, -0.1, 0.2], [0.0, 0.1, 0.1], [0.0, 0.1, 0.0], [0.2, -0.1, 0.1], [-0.2, -0.1, 0.0], [0.1, 0.0, 0.1], [-0.1, 0.0, 0.1], [-0.1, 0.0, -0.3], [-0.1, -0.2, 0.0], [-0.3, -0.1, -0.1]], "nbo_charge": [-0.971, -0.945, -0.717, -0.875, -0.246, -0.230, 0.397, 0.495, 0.511, 0.476, 0.207, 0.220, 0.437, 0.225, 0.390, 0.470, 0.466, 0.233, 0.457]}